{
  "formula": "C7H15ClSi",
  "method": "ωB97M-V/def2-TZVPD",
  "spin_multiplicity": 1,
  "e_tot_ha": -1025.302838,
  "de_lowest_kj_mol": 252.3,
  "lumo_energy_ev": -2.11,
  "elements": ["C", "C", "C", "C", "C", "C", "C", "Si", "Cl", "H", "H", "H", "H", "H", "H", "H", "H", "H", "H", "H", "H", "H", "H", "H"],
  "xyz": [[2.578, -1.148, 0.205], [1.515, -1.149, -0.595], [1.417, -2.074, -1.776], [-2.846, -0.251, -0.197], [0.679, 2.438, 0.961], [-1.553, -0.609, 0.551], [0.332, 1.849, -0.412], [0.033, -0.023, -0.265], [-2.486, 0.379, 3.452], [2.643, -0.510, 1.070], [3.419, -1.799, 0.027], [2.360, -2.589, -1.946], [1.147, -1.526, -2.677], [0.643, -2.820, -1.599], [-3.691, -0.550, 0.416], [-2.923, 0.821, -0.362], [-2.915, -0.757, -1.159], [-0.115, 2.251, 1.677], [1.594, 2.004, 1.353], [0.820, 3.512, 0.879], [-1.525, -1.693, 0.701], [-1.686, -0.177, 1.593], [1.132, 2.082, -1.118], [-0.571, 2.339, -0.777]],
  "nbo_charge": [-0.316, -0.521, -0.641, -0.595, -0.612, -1.026, -0.928, 1.925, -0.836, 0.205, 0.207, 0.229, 0.216, 0.231, 0.251, 0.208, 0.191, 0.252, 0.203, 0.230, 0.257, 0.368, 0.247, 0.258]
}

{
  "formula": "C7H15CrN2S",
  "method": "ωB97M-V/def2-TZVPD",
  "total_charge": -1,
  "spin_multiplicity": 5,
  "e_tot_ha": -1827.829967,
  "lumo_energy_ev": [2.63, 2.59],
  "elements": ["C", "Cr", "N", "N", "H", "H", "H", "H", "H", "H", "H", "H", "H", "H", "S", "C", "C", "C", "C", "C", "C", "H", "H", "H", "H", "H"],
  "xyz": [[1.269, 0.757, -1.051], [0.820, 1.052, 0.975], [0.700, 1.482, 3.077], [2.774, 1.914, 1.186], [0.827, 0.623, 3.627], [0.288, 2.350, 0.178], [0.393, 0.582, -1.678], [1.809, -0.197, -1.013], [1.895, 1.497, -1.539], [3.412, 1.445, 1.844], [2.764, 2.905, 1.442], [3.310, 1.922, 0.317], [1.337, 2.179, 3.475], [-0.255, 1.787, 3.301], [-1.293, 0.171, 1.247], [-1.510, -0.851, -0.143], [-2.187, -0.378, -1.286], [-2.442, -1.247, -2.349], [-2.042, -2.583, -2.301], [-1.355, -3.041, -1.175], [-1.080, -2.191, -0.106], [-2.536, 0.650, -1.332], [-2.986, -0.893, -3.228], [-2.285, -3.258, -3.120], [-1.056, -4.092, -1.121], [-0.571, -2.584, 0.773]],
  "nbo_charge": [-1.054, 0.488, -1.035, -1.022, 0.387, -0.517, 0.200, 0.161, 0.166, 0.357, 0.375, 0.394, 0.365, 0.399, -0.359, -0.118, -0.247, -0.211, -0.275, -0.218, -0.242, 0.221, 0.192, 0.191, 0.190, 0.212]
}

{
  "formula": "C7H15HgN2",
  "method": "ωB97M-V/def2-TZVPD",
  "total_charge": -1,
  "spin_multiplicity": 1,
  "e_tot_ha": -538.476338,
  "de_lowest_kj_mol": 108.0,
  "lumo_energy_ev": [3.32, 3.32],
  "elements": ["C", "Hg", "N", "N", "H", "H", "H", "H", "H", "H", "H", "H", "H", "H", "C", "C", "C", "C", "C", "C", "H", "H", "H", "H", "H"],
  "xyz": [[-0.265, -2.168, -2.998], [-0.276, -1.333, -1.051], [-0.858, 0.089, 2.447], [-2.673, -1.876, 0.605], [-1.161, 0.877, 1.862], [-0.625, -0.679, 1.799], [0.745, -2.103, -3.424], [-0.991, -1.666, -3.651], [-0.522, -3.229, -2.860], [-3.328, -1.102, 0.747], [-2.660, -2.419, 1.472], [-3.107, -2.482, -0.098], [-1.610, -0.194, 3.077], [-0.012, 0.354, 2.965], [2.344, 2.515, -0.201], [1.009, 2.690, -0.587], [0.095, 1.625, -0.473], [0.565, 0.374, -0.072], [1.823, 0.248, 0.525], [2.752, 1.296, 0.364], [3.075, 3.323, -0.328], [0.696, 3.644, -1.021], [-0.950, 1.756, -0.779], [2.133, -0.681, 1.027], [3.800, 1.140, 0.654]],
  "nbo_charge": [-1.232, 1.023, -1.585, -1.345, 0.370, 0.339, 0.201, 0.204, 0.205, 0.325, 0.334, 0.344, 0.315, 0.366, -0.256, -0.219, -0.306, -0.541, -0.314, -0.219, 0.199, 0.197, 0.196, 0.199, 0.198]
}

{
  "formula": "C7H15N",
  "method": "ωB97M-V/def2-TZVPD",
  "spin_multiplicity": 1,
  "smiles": "C1CCCNCCC1",
  "e_tot_ha": -330.164517,
  "de_lowest_kj_mol": 796.6,
  "lumo_energy_ev": 0.97,
  "elements": ["C", "C", "C", "C", "N", "C", "C", "C", "H", "H", "H", "H", "H", "H", "H", "H", "H", "H", "H", "H", "H", "H", "H"],
  "xyz": [[-1.899, 0.158, 0.579], [-1.504, -1.461, 0.014], [0.037, -1.220, -0.064], [1.620, -1.489, -0.199], [2.180, -0.187, 0.029], [1.436, 0.974, 0.566], [0.354, 1.755, -0.199], [-1.112, 1.017, -0.578], [-1.867, 0.043, 1.609], [-2.913, 0.251, 0.036], [-1.932, -1.577, -0.886], [-1.511, -2.155, 0.867], [-0.087, -0.707, 0.789], [0.127, -0.411, -0.861], [1.912, -2.342, 0.700], [1.629, -1.768, -1.362], [2.355, 0.152, -0.835], [2.533, 1.501, 0.985], [0.891, 0.546, 1.519], [0.028, 2.603, 0.418], [0.612, 2.222, -1.097], [-1.058, 0.251, -1.494], [-1.830, 1.843, -0.538]],
  "nbo_charge": [-0.434, -0.370, -0.453, -0.198, -0.651, -0.248, -0.450, -0.408, 0.222, 0.208, 0.186, 0.215, 0.176, 0.179, 0.188, 0.207, 0.341, 0.236, 0.193, 0.218, 0.204, 0.223, 0.216]
}

{
  "formula": "C7H15N",
  "method": "ωB97M-V/def2-TZVPD",
  "spin_multiplicity": 1,
  "smiles": "C=CCCCNCC",
  "e_tot_ha": -330.409734,
  "de_lowest_kj_mol": 152.7,
  "lumo_energy_ev": 1.14,
  "elements": ["C", "C", "C", "C", "C", "N", "C", "C", "H", "H", "H", "H", "H", "H", "H", "H", "H", "H", "H", "H", "H", "H", "H"],
  "xyz": [[-0.802, -1.632, -1.543], [0.135, -1.826, -0.619], [-0.089, -1.907, 0.873], [-0.146, -0.527, 1.553], [-1.089, 0.575, 1.019], [-0.567, 1.847, 0.551], [0.099, 1.860, -0.760], [1.503, 1.236, -0.864], [-0.537, -1.571, -2.592], [-1.822, -1.362, -1.289], [1.168, -1.795, -0.968], [0.782, -2.382, 1.327], [-0.951, -2.554, 1.018], [0.882, -0.159, 1.580], [-0.374, -0.658, 2.608], [-1.860, 0.791, 1.757], [-1.642, 0.118, 0.199], [0.081, 2.217, 1.241], [-0.610, 1.401, -1.445], [0.168, 2.918, -1.019], [1.844, 0.741, 0.038], [1.585, 0.618, -1.743], [2.241, 2.050, -0.922]],
  "nbo_charge": [-0.415, -0.162, -0.448, -0.415, -0.231, -0.612, -0.221, -0.645, 0.199, 0.189, 0.195, 0.215, 0.213, 0.197, 0.208, 0.194, 0.189, 0.341, 0.192, 0.192, 0.206, 0.215, 0.205]
}

{
  "formula": "C7H15N",
  "method": "ωB97M-V/def2-TZVPD",
  "spin_multiplicity": 1,
  "e_tot_ha": -330.269780,
  "de_lowest_kj_mol": 520.2,
  "lumo_energy_ev": -1.17,
  "elements": ["C", "C", "C", "C", "N", "C", "C", "C", "H", "H", "H", "H", "H", "H", "H", "H", "H", "H", "H", "H", "H", "H", "H"],
  "xyz": [[-2.837, 1.197, 0.110], [-2.227, -0.052, -0.491], [-1.732, -1.007, 0.612], [-0.368, -0.495, 0.897], [1.710, 1.322, -0.054], [1.792, -0.079, -0.092], [0.767, -0.946, 0.239], [3.062, -0.598, -0.713], [-1.986, 1.844, 0.386], [-3.213, 1.790, -0.736], [-3.722, 0.984, 0.710], [-1.332, 0.210, -1.047], [-2.905, -0.530, -1.200], [-1.614, -2.034, 0.248], [-2.414, -1.044, 1.466], [-0.385, 0.536, 1.256], [-0.503, 2.207, -0.460], [1.883, 1.634, -1.017], [0.682, 1.576, -0.040], [0.953, -2.017, 0.248], [3.038, -0.503, -1.805], [3.352, -1.608, -0.442], [3.859, 0.071, -0.365]],
  "nbo_charge": [-0.673, -0.393, -0.474, 0.075, -0.804, 0.354, -0.398, -0.674, 0.259, 0.217, 0.204, 0.231, 0.213, 0.206, 0.227, 0.219, -0.463, 0.385, 0.358, 0.230, 0.236, 0.230, 0.237]
}

{
  "formula": "C7H15N",
  "method": "ωB97M-V/def2-TZVPD",
  "spin_multiplicity": 1,
  "e_tot_ha": -330.301543,
  "de_lowest_kj_mol": 436.8,
  "lumo_energy_ev": 0.79,
  "elements": ["C", "C", "C", "N", "C", "C", "H", "H", "H", "H", "H", "H", "H", "H", "H", "H", "H", "C", "C", "H", "H", "H", "H"],
  "xyz": [[-0.233, -0.973, -0.035], [-1.340, -0.023, -0.384], [-0.341, -2.320, -0.761], [-0.141, -1.241, 1.402], [1.169, -0.305, -0.436], [1.474, -0.053, -1.736], [-0.950, -1.768, 1.715], [-0.125, -0.376, 1.931], [1.965, -0.692, 0.191], [-0.381, -2.171, -1.837], [-0.868, 1.086, 0.067], [-1.448, 0.157, -1.451], [-2.288, -0.248, 0.098], [0.521, -2.940, -0.517], [-1.254, -2.836, -0.460], [0.724, 0.284, -2.438], [2.495, -0.048, -2.090], [0.207, 2.186, 0.538], [-0.014, 2.657, 1.754], [-0.055, 2.018, 2.627], [0.268, 2.836, -0.329], [0.931, 1.091, 0.204], [-0.314, 3.681, 1.947]],
  "nbo_charge": [0.094, -0.634, -0.599, -0.845, -0.291, -0.354, 0.358, 0.358, 0.230, 0.213, 0.242, 0.204, 0.213, 0.219, 0.204, 0.188, 0.201, -0.442, -0.402, 0.185, 0.202, 0.258, 0.198]
}

{
  "formula": "C7H15N",
  "method": "ωB97M-V/def2-TZVPD",
  "spin_multiplicity": 1,
  "smiles": "CC/C=N/C.C=CC",
  "e_tot_ha": -330.390760,
  "de_lowest_kj_mol": 202.6,
  "lumo_energy_ev": 1.16,
  "elements": ["C", "C", "C", "N", "C", "H", "H", "H", "H", "H", "H", "H", "H", "H", "C", "C", "C", "H", "H", "H", "H", "H", "H"],
  "xyz": [[2.474, -1.039, -1.285], [1.007, -0.650, -1.340], [0.167, -1.238, -0.297], [-1.100, -1.109, -0.335], [-1.898, -1.661, 0.723], [2.893, -0.833, -0.301], [3.049, -0.492, -2.029], [2.603, -2.103, -1.487], [0.566, -0.809, -2.323], [0.832, 0.532, -1.151], [0.683, -1.516, 0.638], [-2.697, -0.958, 0.959], [-2.365, -2.583, 0.368], [-1.330, -1.878, 1.640], [-0.052, 2.089, -0.587], [-0.940, 1.635, 0.321], [-0.649, 1.568, 1.783], [0.827, 2.626, -0.255], [-0.386, 2.374, -1.574], [-1.948, 1.403, 0.017], [-0.815, 0.564, 2.170], [-1.307, 2.239, 2.340], [0.385, 1.839, 2.005]],
  "nbo_charge": [-0.606, -0.486, 0.130, -0.416, -0.436, 0.201, 0.214, 0.205, 0.225, 0.263, 0.135, 0.197, 0.208, 0.165, -0.480, -0.121, -0.655, 0.199, 0.211, 0.203, 0.213, 0.222, 0.209]
}

{
  "formula": "C7H15N",
  "method": "ωB97M-V/def2-TZVPD",
  "spin_multiplicity": 1,
  "e_tot_ha": -330.248470,
  "de_lowest_kj_mol": 576.1,
  "lumo_energy_ev": -1.77,
  "elements": ["C", "C", "C", "C", "C", "C", "C", "N", "H", "H", "H", "H", "H", "H", "H", "H", "H", "H", "H", "H", "H", "H", "H"],
  "xyz": [[-0.629, -2.102, -0.700], [-0.841, 0.054, 2.236], [0.046, 0.847, 1.497], [-0.335, 1.080, 0.091], [0.688, 0.957, -0.907], [1.007, 1.961, -1.850], [2.152, 1.946, -2.548], [-1.897, -0.517, 1.741], [-1.409, -2.520, -0.073], [-1.094, -1.349, -1.328], [0.125, -1.639, -0.068], [-0.645, -0.087, 3.302], [-0.187, -2.880, -1.323], [1.041, 1.155, 1.772], [-0.867, 2.026, -0.077], [-1.084, 0.291, -0.125], [1.387, 0.135, -0.789], [-2.428, -0.943, 2.491], [0.344, 2.788, -2.074], [2.294, 2.746, -3.260], [2.774, 1.069, -2.688], [-0.516, -2.398, 2.135], [0.077, -2.621, 2.547]],
  "nbo_charge": [-0.845, 0.051, -0.298, -0.580, 0.006, -0.283, -0.284, -0.723, 0.230, 0.203, 0.206, 0.170, 0.207, 0.209, 0.237, 0.353, 0.201, 0.339, 0.216, 0.197, 0.201, 0.009, -0.022]
}

{
  "formula": "C7H15N2",
  "method": "ωB97M-V/def2-TZVPD",
  "total_charge": 1,
  "spin_multiplicity": 1,
  "e_tot_ha": -384.996771,
  "de_lowest_kj_mol": 0.0,
  "lumo_energy_ev": -3.44,
  "elements": ["C", "C", "C", "C", "H", "H", "H", "H", "H", "H", "H", "H", "H", "H", "C", "C", "C", "N", "N", "H", "H", "H", "H", "H"],
  "xyz": [[-0.829, -4.041, 0.019], [0.081, -2.255, -1.500], [0.499, -2.133, 0.976], [0.320, -3.062, -0.224], [-1.770, -3.481, 0.150], [-0.646, -4.640, 0.927], [-0.944, -4.727, -0.837], [-0.844, -1.664, -1.395], [0.921, -1.565, -1.688], [-0.026, -2.925, -2.370], [0.694, -2.714, 1.894], [1.343, -1.441, 0.812], [-0.419, -1.539, 1.124], [1.253, -3.647, -0.353], [-0.177, 3.919, -0.914], [-0.107, 5.075, -0.183], [0.250, 3.368, 1.199], [0.047, 2.890, -0.033], [0.158, 4.699, 1.111], [-0.367, 3.754, -1.974], [-0.222, 6.117, -0.480], [0.452, 2.787, 2.098], [0.059, 1.882, -0.273], [0.271, 5.342, 1.915]],
  "nbo_charge": [-0.605, -0.604, -0.605, -0.222, 0.198, 0.215, 0.217, 0.189, 0.196, 0.223, 0.222, 0.193, 0.186, 0.200, -0.044, -0.045, 0.248, -0.456, -0.456, 0.273, 0.272, 0.267, 0.471, 0.469]
}